C26H22Br2FLuN4O4 | ωB97M-V with the def2-TZVPD basis set

```
60
Properties=species:S:1:pos:R:3:forces:R:3:nbo_charge:R:1
N 2.3619 -0.1928 0.3054 -0.1 0.0 0.2 -0.63
H -5.9539 4.5647 -1.0235 0.0 0.0 0.0 0.24
C -2.4111 2.4557 0.0770 -0.2 0.4 0.0 -0.29
N -10.5837 -1.2784 0.6839 0.1 0.0 0.0 -0.50
C -5.1404 1.9396 -0.0472 -0.1 0.2 0.0 0.28
C -0.9193 2.5671 0.1926 -0.2 0.1 -0.1 0.72
C 3.2547 -0.2378 -0.6662 0.1 0.0 0.0 0.11
H -10.1377 1.3086 -0.1013 0.0 0.0 0.0 0.21
C 2.2161 0.0903 3.9353 0.4 0.0 0.4 -0.14
H -11.3627 -0.9141 0.1291 0.0 0.0 0.0 0.43
C -9.3409 0.8447 0.4938 0.0 0.1 -0.1 -0.24
H -9.7454 -0.4872 -1.7832 0.0 0.0 0.0 0.21
H -4.0640 -1.2928 -0.0164 0.0 0.0 0.0 0.27
F -6.5571 -1.9114 -0.1341 -0.1 0.0 -0.1 -0.32
H -6.3435 3.9470 1.9932 0.0 0.0 0.0 0.23
C 3.5831 0.2556 4.2538 -0.1 0.0 -0.1 -0.21
C -3.3280 3.4626 0.0594 0.0 0.0 0.0 0.16
H 2.8715 -0.3179 -1.6768 0.0 0.0 0.0 0.21
C 2.7852 -0.0822 1.6142 0.1 0.0 0.1 0.11
C -6.0785 -0.6495 -0.1629 -0.1 0.0 0.0 0.33
C 4.6319 -0.1723 -0.4347 -0.2 0.0 0.0 -0.26
H -8.8584 -2.4340 0.4155 0.1 0.0 -0.1 0.24
H 3.8604 0.3893 5.2894 0.0 0.0 0.0 0.26
H -8.8671 1.6427 1.0611 0.0 0.0 0.0 0.25
C -2.8279 1.1020 0.0507 0.2 -0.2 0.1 0.59
C -4.2421 0.8628 -0.0239 0.0 -0.1 -0.1 -0.20
H 5.3156 -0.2319 -1.2682 0.0 0.0 0.0 0.25
H 6.1272 0.0752 1.0638 0.0 0.0 0.0 0.25
H -7.4641 4.9662 0.9568 0.0 0.0 0.0 0.24
C -7.0089 0.4140 -0.2382 -0.1 0.0 -0.1 0.22
C -8.9648 -0.9000 -1.1304 0.0 0.1 -0.1 -0.24
C -9.9565 -0.1470 1.4702 -0.1 -0.3 0.0 -0.23
O -1.9860 0.1374 0.1048 -0.1 0.2 0.0 -0.79
Br 6.3408 0.4346 3.7562 0.1 0.0 0.0 0.12
O 0.4992 -0.2739 2.3228 0.5 -0.1 0.4 -0.87
H -3.0407 4.5043 0.0802 0.0 0.0 0.0 0.25
C 1.7880 -0.0925 2.6469 -0.3 -0.2 -0.1 0.31
C 5.0698 -0.0059 0.8503 0.1 0.0 0.1 -0.07
H -10.1368 -2.7140 -0.7941 0.1 0.0 -0.1 0.25
H -7.2049 2.5323 -0.2604 0.0 0.0 0.0 0.24
C 4.1547 0.0601 1.9225 0.2 -0.1 -0.1 -0.12
Lu 0.1704 0.5047 0.4920 0.1 -0.9 -0.2 2.26
H -4.4726 5.4775 1.5519 0.0 0.0 0.0 0.23
H -10.9857 -1.9642 1.3247 0.0 0.0 0.0 0.45
Br 0.9982 0.1020 5.3621 -0.1 0.0 -0.1 0.13
O -0.4177 2.4617 1.3474 -0.2 0.2 0.0 -0.68
C -9.5871 -1.9585 -0.2358 -0.2 0.1 0.2 -0.23
C -4.7400 -0.4511 -0.0754 0.0 0.1 0.0 -0.19
N -8.3884 0.1963 -0.3790 0.1 -0.2 0.2 -0.46
C 4.5350 0.2337 3.2792 -0.2 0.0 0.0 -0.07
C -6.4604 4.6156 1.1510 0.1 0.1 -0.1 -0.42
O -0.2377 2.2570 -0.8243 -0.2 0.4 -0.3 -0.71
C -5.3097 5.5368 0.8707 -0.1 -0.1 0.0 -0.41
H -8.2315 -1.3612 -1.7842 0.1 0.0 0.0 0.26
H -9.2078 -0.6108 2.1113 0.0 0.1 0.0 0.23
H -5.5113 6.5179 0.4682 0.0 0.0 0.0 0.25
C -5.5686 4.3694 -0.0310 0.0 0.0 0.1 -0.09
H -10.7432 0.2904 2.0824 0.0 0.1 0.0 0.24
C -6.5204 1.7031 -0.1729 0.2 -0.1 0.0 -0.30
N -4.6534 3.2386 0.0202 -0.1 -0.1 -0.1 -0.33
```
Positions in Å, forces in eV/Å.

Calculated values
E_tot   -8007.0408 Ha
Charge   +2
Max |F|   0.93 eV Å⁻¹

***

C6H12 | ωB97M-V with the def2-TZVPD basis set

```
18
Properties=species:S:1:pos:R:3:forces:R:3:nbo_charge:R:1
H -1.3642 1.6144 1.3942 0.0 -0.2 -0.3 0.21
H 2.5318 1.6271 -0.1081 -0.2 -0.1 -0.1 0.21
C -1.1100 -1.2401 -0.5875 0.0 0.0 0.0 -0.60
C 1.8826 0.8833 -0.5654 0.0 0.2 -0.1 -0.42
H -2.7111 0.7897 0.5999 0.2 -0.1 0.0 0.21
H 0.6689 0.7550 1.2489 0.5 0.0 0.1 0.21
H 2.5608 -0.7450 0.8073 -0.2 0.0 -0.1 0.21
H -0.8039 -1.9217 0.2157 -0.1 0.1 -0.1 0.20
H 1.8404 -1.3138 -0.7654 -0.2 0.1 0.2 0.21
C 0.7068 0.3747 0.2353 -0.1 0.1 0.2 -0.22
C -1.6798 0.6597 0.9491 0.0 0.0 -0.1 -0.60
H -2.1936 -1.3425 -0.7235 0.2 0.0 0.0 0.21
C 1.8998 -0.5170 -0.0271 0.0 -0.2 0.0 -0.42
H -0.6208 -1.5693 -1.5118 0.0 0.1 0.2 0.21
H 1.8107 0.9722 -1.6479 -0.2 0.0 0.2 0.21
C -0.7557 0.1995 -0.2096 -0.1 0.0 0.0 -0.22
H -1.6998 -0.0802 1.7645 0.1 0.1 -0.2 0.20
H -0.9628 0.8539 -1.0685 0.1 -0.1 0.1 0.20
```
Positions in Å, forces in eV/Å.

Calculated values
E_tot   -235.7723 Ha
Max |F|   0.52 eV Å⁻¹
Energy relative to the best compared isomer or geometry (same formula, charge and spin)   28.8 kcal/mol

***

C21H61F3N5O17S | ωB97M-V with the def2-TZVPD basis set

```
108
Properties=species:S:1:pos:R:3:forces:R:3:lowdin_charge:R:1
H -16.6857 -17.6190 18.1477 0.7 0.1 0.1 0.08
H -7.5695 -19.5663 11.4210 -0.1 0.8 0.6 0.12
H -13.4278 -18.5795 19.0594 0.8 0.6 -0.1 0.07
H -17.6075 -18.9555 18.6675 0.1 -0.3 0.4 0.08
H -2.0384 -21.1142 11.5457 0.3 -0.4 -0.2 0.08
H -2.5703 -22.6971 13.2591 0.0 0.3 -0.5 0.11
C -12.4113 -13.9973 17.0600 0.1 1.2 0.1 -0.05
H -15.4237 -21.9458 17.9164 -0.2 0.2 0.1 0.07
H -8.1668 -18.5794 10.1118 -0.3 -0.3 -0.6 0.11
F -8.1487 -26.8091 20.2286 0.2 -0.6 0.2 0.12
C -8.0178 -25.5259 20.5479 3.3 0.1 0.4 -0.67
O -8.5271 -20.6748 10.1337 -0.8 -0.8 -2.1 -0.07
O -6.6338 -25.2261 18.2646 -0.4 -1.2 -0.7 -0.36
C -14.6405 -19.9970 18.6996 -1.5 -2.3 0.2 -0.46
O -5.7600 -13.3724 15.9845 0.1 -1.1 0.8 -0.06
C -14.7989 -12.7706 20.2881 -0.4 1.0 -1.3 -0.10
H -12.3716 -13.8204 20.5090 0.0 -0.5 0.3 0.13
H -14.9449 -19.4649 17.7982 0.1 0.5 0.2 0.13
O -13.6303 -12.6285 19.4362 -1.1 -2.1 1.1 -0.18
O -6.3781 -24.3868 11.1784 1.1 1.5 -1.1 -0.04
N -13.3637 -19.5787 19.1920 0.9 1.8 -0.5 0.04
O -9.9205 -19.9109 12.7539 -0.2 0.7 -1.6 -0.07
N -11.1263 -15.0616 18.6887 1.7 -1.4 0.5 0.02
H -0.7421 -19.9331 12.0260 0.0 -0.2 -0.4 0.09
O -4.3115 -17.9632 19.7747 3.1 -1.5 2.6 -0.02
H -7.9071 -19.2753 22.5681 0.9 -0.8 -0.1 0.11
H -17.7416 -17.4128 19.5006 0.2 -0.1 0.4 0.08
H -13.4762 -14.7983 19.4660 -0.3 0.2 0.0 0.12
H -3.8074 -21.3854 14.6531 0.5 0.5 -0.7 0.07
S -6.5884 -24.6829 19.5913 2.6 2.1 1.1 0.48
C -14.5233 -21.4748 18.3109 0.3 -0.2 0.3 -0.07
H -8.8289 -24.8328 11.6937 0.3 1.0 -0.1 0.12
C -1.6237 -22.5527 13.7799 0.7 -1.7 -0.5 -0.24
H -15.0064 -13.8049 20.5626 0.4 0.2 0.6 0.08
H -10.5541 -14.9336 19.5110 0.2 -0.4 0.4 0.08
C -8.4165 -19.4278 10.7490 -0.4 -1.2 2.6 -0.25
H -10.4535 -15.1481 17.9403 0.2 -0.3 -0.2 0.08
H -16.6221 -20.3534 19.6717 -0.1 -0.3 -0.5 0.11
O -6.9621 -23.2521 19.5634 -0.4 -1.1 0.7 -0.40
H -15.6971 -12.4854 19.7403 0.0 0.0 -0.6 0.07
H -7.9755 -18.2198 23.8186 -0.2 0.2 0.8 0.10
H -7.7605 -24.5598 14.3258 0.0 0.0 0.2 0.09
H -5.5347 -19.4642 23.9213 -0.4 1.2 -0.4 0.12
C -8.1557 -25.0905 12.5113 -0.2 -0.9 0.4 -0.25
N -9.0551 -20.0739 17.5738 -0.5 0.3 0.6 0.36
H -6.6509 -26.3327 11.5157 -0.6 -0.5 0.0 0.12
C -12.8786 -13.8904 19.5466 -0.4 2.6 0.2 -0.20
O -6.4702 -15.6662 14.1174 0.2 -0.2 0.2 -0.08
H -8.5645 -19.2096 17.7536 0.3 1.0 -0.5 0.15
O -5.3215 -24.9386 20.3476 -2.9 -0.1 -1.1 -0.37
H -5.4261 -24.5014 11.1324 0.2 0.5 -0.5 0.09
H -12.9625 -13.0942 16.7979 -0.2 -0.1 -0.1 0.07
C -15.6768 -19.8415 19.8521 -0.3 -1.0 -2.5 -0.23
H -13.3196 -19.6030 20.2008 -0.1 -0.6 0.3 0.08
O -5.9765 -17.3440 18.7341 -2.7 -0.9 -1.3 -0.17
H -3.4796 -21.4694 16.2658 0.2 1.1 0.6 0.08
C -1.9691 -22.4528 15.2632 0.5 2.0 -1.9 -0.41
C -5.4506 -13.5264 14.6316 0.4 -0.5 -1.0 -0.26
O -15.9900 -18.4790 20.0046 -1.0 0.4 0.0 -0.16
H -0.3372 -21.3139 15.8229 -0.2 0.2 -0.2 0.07
H -10.5197 -19.0745 10.7706 -0.7 -0.9 0.4 0.11
H -2.4616 -23.3854 15.5382 0.1 0.0 0.2 0.14
H -1.0215 -23.4430 13.5988 -0.1 -0.5 0.2 0.11
H -4.9661 -14.8188 13.0140 0.6 -0.7 0.1 0.11
H -6.4054 -20.7926 24.2177 -0.5 -0.5 0.5 0.11
H -6.5957 -15.5214 15.0581 -1.2 -0.6 0.4 0.07
H -4.5539 -15.5133 14.7526 0.8 -0.1 -0.7 0.12
H -11.5729 -14.0709 16.3674 0.1 0.1 -0.1 0.07
O -6.5837 -19.3494 25.7249 -1.0 0.1 0.4 -0.08
H -15.2514 -20.4919 20.6163 0.2 1.2 1.2 0.13
N -5.0552 -17.0689 19.5338 -2.4 1.0 -3.7 -0.71
C -11.8501 -13.8634 18.4904 -0.6 -0.4 -1.8 -0.49
F -7.6919 -25.4336 21.8871 -1.1 -0.1 -1.1 0.07
H -8.4379 -20.7508 17.9992 0.2 -1.2 0.0 0.16
H -11.2061 -12.9890 18.5850 -0.2 0.4 -0.1 0.15
H -9.5981 -18.0965 11.8032 -0.3 0.1 0.7 0.10
H -0.0524 -22.8938 15.7861 0.1 -0.2 0.1 0.06
C -2.9648 -21.2484 15.3308 0.3 -2.2 1.9 -0.05
C -9.7480 -19.1429 11.5373 2.5 1.3 -0.2 -0.22
H -4.5322 -12.9852 14.4045 0.1 0.4 -0.2 0.10
O -8.1114 -24.1161 13.5501 -0.7 0.0 -0.6 -0.06
H -9.9437 -20.0271 18.0515 -0.3 -0.1 0.9 0.14
C -7.8361 -19.2885 23.6557 0.3 0.9 -0.5 -0.22
O -4.9748 -15.8724 19.7839 1.6 1.3 2.1 -0.08
H -6.0741 -25.4395 12.8704 -0.1 0.0 0.5 0.12
O -8.9709 -20.0585 24.1000 1.4 0.5 0.3 -0.07
C -17.0350 -18.1126 19.0546 0.2 0.3 0.2 -0.08
C -6.5023 -19.7157 24.3557 0.0 -0.9 -1.0 -0.22
C -5.2219 -15.0054 14.0570 -1.6 2.7 0.9 -0.22
N -0.7525 -22.2097 16.0352 -0.5 -0.3 0.7 0.04
C -6.7687 -25.3803 12.0325 -0.2 -1.3 0.5 -0.31
F -9.1482 -24.9698 20.2681 -1.7 1.1 0.3 0.15
H -2.1971 -20.0575 12.9148 -0.2 -0.1 0.3 0.07
H -13.7191 -21.6566 17.5979 0.0 0.3 -0.1 0.07
C -1.4774 -20.6633 12.3642 0.2 1.0 0.6 -0.12
H -8.0944 -21.4240 10.5495 0.3 0.5 0.4 0.09
H -14.2000 -21.9895 19.2157 -0.2 -0.4 0.1 0.08
H -13.0276 -14.8790 16.8841 -0.1 0.0 0.4 0.08
O -0.7793 -21.5586 13.2049 -1.1 0.3 0.0 -0.18
H -8.6392 -26.0201 12.8118 0.2 -0.3 0.7 0.11
H -9.3394 -20.2499 16.6207 0.8 0.0 -0.7 0.15
H -10.1294 -20.8096 12.4887 0.0 -0.2 0.0 0.07
H -8.6315 -20.3101 24.9621 -0.7 -0.4 0.5 0.06
H -14.8180 -12.0187 21.0770 0.6 -0.5 0.6 0.08
H -2.3532 -20.3462 15.3302 -0.8 0.3 -0.2 0.08
H -5.7642 -19.2169 26.2070 0.2 -0.2 -0.7 0.08
H -6.3395 -13.0552 14.2122 0.4 -0.1 -1.0 0.12
H -5.1986 -13.9805 16.4709 0.1 0.0 0.7 0.09
```
Positions in Å, forces in eV/Å.

Calculated values
E_tot   -3086.9789 Ha
Charge   -1
Max |F|   4.49 eV Å⁻¹

***

C6H5NO3 | ωB97M-V with the def2-TZVPD basis set

```
15
Properties=species:S:1:pos:R:3:forces:R:3:nbo_charge:R:1
O -2.0854 -1.5934 0.2842 -0.3 3.9 -0.2 -0.60
C -0.1628 -0.3112 -0.2472 -5.5 2.3 2.0 -0.16
H 0.2216 2.7213 1.4648 -1.5 -0.6 -2.6 0.31
H 2.6324 -2.1060 0.5052 -1.5 1.2 -2.5 0.23
H 0.2966 -2.4296 -0.0482 -0.6 1.4 -0.2 0.26
C 0.6161 -1.3548 -0.1395 3.3 -6.8 -0.3 -0.24
H 2.1635 1.9744 0.3455 0.5 0.4 -0.1 0.19
C 1.9839 -1.3230 -0.1215 3.2 2.5 3.4 -0.01
C 1.8169 0.9869 0.0796 0.3 -0.9 0.3 0.00
H -1.8040 1.4477 -0.2179 -0.8 -1.3 0.2 0.52
C -1.7523 -0.4050 0.0494 3.0 -6.4 -1.2 0.79
O -0.4263 1.9074 -0.1457 2.4 3.6 3.9 -0.53
N 2.6998 -0.0097 -0.0036 -3.6 -1.3 -0.2 -0.35
C 0.3699 0.8845 0.0480 2.4 0.0 -2.9 0.24
O -2.4432 0.6354 -0.1431 -1.4 1.9 0.2 -0.65
```
Positions in Å, forces in eV/Å.

Calculated values
E_tot   -511.8586 Ha
Max |F|   7.56 eV Å⁻¹
Energy relative to the best compared isomer or geometry (same formula, charge and spin)   176.1 kcal/mol

***

C3H5F2P | ωB97M-V with the def2-TZVPD basis set

```
11
Properties=species:S:1:pos:R:3:forces:R:3:nbo_charge:R:1
H 0.2932 1.6042 0.4054 0.0 0.5 0.1 0.56
H -0.1564 -1.1275 -1.8362 -0.3 0.5 0.2 0.23
H 1.2307 -0.4879 -0.9239 -1.2 -0.4 0.3 0.24
H -1.5029 -1.1195 0.1040 0.9 1.3 0.1 0.22
F -1.4072 0.9542 0.1544 0.3 -0.3 0.4 -0.37
F 1.1881 1.7330 0.6273 0.2 0.3 -0.1 -0.56
C 0.1291 -0.3357 -1.1317 2.4 0.4 -0.1 -0.66
C -0.7127 -0.2894 0.1651 -1.1 -1.3 -1.6 0.07
C 0.0104 -0.5131 1.4007 -0.3 -0.5 0.1 -0.62
P 0.6632 -1.0817 2.6558 0.2 0.1 0.3 0.65
H 0.2645 0.6632 -1.6210 -1.0 -0.8 0.2 0.25
```
Positions in Å, forces in eV/Å.

Calculated values
E_tot   -658.3144 Ha
Max |F|   2.42 eV Å⁻¹
Energy relative to the best compared isomer or geometry (same formula, charge and spin)   56.6 kcal/mol

***

C6H5Cl2N2O2 | ωB97M-V with the def2-TZVPD basis set

```
17
Properties=species:S:1:pos:R:3:forces:R:3:nbo_charge:R:1
N 1.0915 0.2580 -0.3292 -0.3 0.4 0.4 -0.69
H 1.4079 1.2277 -0.3336 -0.1 -0.3 -0.2 0.41
C -2.9540 -0.2996 0.3739 0.9 1.0 -3.6 0.11
Cl 3.5540 -1.5077 0.0559 0.1 -0.5 0.0 -0.60
H 1.8082 -0.3311 0.1580 -0.7 -0.4 -0.6 0.44
C -1.0737 -0.9212 -1.0788 1.1 0.5 -0.9 -0.32
H -2.9585 -1.8717 -1.1314 -0.2 -0.2 -0.1 0.20
C -2.4322 -1.0146 -0.7488 0.3 -0.7 2.1 -0.35
N -2.7331 0.9950 0.3192 0.7 -0.4 2.2 -0.44
C -1.7553 1.8008 0.4079 -0.2 -1.7 -0.1 -0.09
O 3.5874 1.1413 0.7522 -0.9 0.3 -0.5 -0.68
H -2.1466 2.7501 0.1588 0.1 1.8 -0.8 0.12
O 5.3259 0.0071 1.5988 0.9 -1.0 0.4 -0.62
C 4.3336 0.2532 1.0195 0.1 1.2 0.2 0.96
C -0.1088 0.0240 -0.7231 -1.1 -0.2 -0.2 0.29
Cl -4.1114 -0.8992 1.4327 -1.0 -0.5 0.8 0.01
H -0.8347 -1.6120 -1.9320 0.4 0.9 0.8 0.24
```
Positions in Å, forces in eV/Å.

Calculated values
E_tot   -1411.9481 Ha
Charge   -1
Max |F|   3.87 eV Å⁻¹
Energy relative to the best compared isomer or geometry (same formula, charge and spin)   69.7 kcal/mol

***

C4H10N4 | ωB97M-V with the def2-TZVPD basis set

```
18
Properties=species:S:1:pos:R:3:forces:R:3:nbo_charge:R:1
N 1.8270 -2.4024 1.3950 -1.0 0.2 -0.3 -0.66
C -1.0253 2.2896 -0.9554 0.2 0.1 0.2 -0.43
H 0.5361 -3.1479 -0.1093 -0.3 0.6 0.0 0.20
H 1.0835 1.1250 0.7290 -0.2 -0.1 -0.1 0.21
H 2.2654 -3.3064 1.6119 0.0 0.3 -0.4 0.39
N -1.5002 0.9349 -0.8313 0.5 -1.2 -0.8 -0.82
C -0.1941 -0.6703 -0.7344 -3.0 4.1 -2.4 0.72
H -2.1450 0.8798 -0.0447 0.3 -0.2 0.1 0.33
H -0.5231 2.6809 -0.0547 0.1 0.1 -0.1 0.14
H -0.5870 -0.6550 -2.5600 -0.1 -0.2 0.2 0.42
N -0.1738 -0.5858 0.5291 2.6 -4.2 1.4 -0.43
C 0.9147 -2.3670 0.5636 0.3 0.7 1.4 0.25
N -0.0825 -1.1832 -1.8502 0.6 -0.2 0.8 -0.72
C 0.5729 0.3682 1.3277 0.1 0.2 -0.1 -0.43
H 1.3382 -0.1665 1.8997 -0.1 -0.1 0.0 0.24
H -0.1154 0.8422 2.0271 0.0 0.0 -0.1 0.22
H -0.3322 2.3786 -1.7975 0.0 0.0 0.1 0.18
H -1.8594 2.9854 -1.1457 0.1 -0.1 -0.1 0.19
```
Positions in Å, forces in eV/Å.

Calculated values
E_tot   -377.2096 Ha
Max |F|   5.65 eV Å⁻¹
Energy relative to the best compared isomer or geometry (same formula, charge and spin)   148.8 kcal/mol